# 1
# C6H7FO

One molecule with the formula C6H7FO at a distorted geometry (ωB97M-V/def2-TZVPD, the OMol25 dataset).

Positions of all 15 atoms, in Å:
O: 2.5888 -0.0353 -0.7607
C: 1.4974 -0.0499 -0.2077
C: 0.5815 -1.2539 0.1267
C: -0.7750 -0.7482 0.5363
C: -1.3661 -0.0182 -0.5808
F: -2.7276 0.0382 -0.6630
C: -0.6655 0.7844 0.3974
C: 0.7410 1.2395 0.1600
H: 0.5903 -1.8278 -0.8116
H: 1.0679 -1.9311 0.8983
H: -1.4245 -1.2890 1.1954
H: -0.9305 -0.0590 -1.6234
H: -1.2591 1.5433 0.8543
H: 1.2333 1.6347 1.0507
H: 0.8483 1.9722 -0.5721

The SMILES is O=C1C[C@@H]2[C@@H](F)[C@@H]2C1. The energy comes out at -407.8809 Eh. The calculation puts the HOMO energy at -9.73 eV. The value obtained for the HOMO-LUMO gap is 10.6 eV.

Löwdin atomic charge list, values in e, 5 entries: number 1, O, carries 0.08; number 2, C, carries -0.34; number 3, C, carries -0.07; number 4, C, carries -0.14; number 5, C, carries -0.31


# 2
# C10H16

A 2-piece molecular cluster, C10H16 overall at a distorted geometry (ωB97M-V/def2-TZVPD, the OMol25 dataset).

Positions of all 26 atoms, in Å:
C: -1.8624 2.2381 1.5357
C: -1.0181 1.7375 0.2925
C: -1.3167 2.6260 -0.8245
C: -0.3637 2.4845 -1.8235
C: 0.6531 1.5141 -1.8691
C: 0.8113 0.5071 -0.9202
C: 0.0029 0.7469 0.2049
H: -1.3368 1.8999 2.4593
H: -2.8315 1.9709 1.5926
H: -1.9477 3.3457 1.4940
H: -2.1483 3.2732 -0.7556
H: -0.1882 3.2089 -2.7408
H: 1.3842 1.6468 -2.6759
H: 1.4602 -0.3426 -1.0227
H: 0.2391 0.0300 1.0679
C: 1.3428 -1.8920 1.4617
C: 0.2662 -2.5234 0.5264
C: 0.5729 -2.8174 -1.0188
H: 1.6492 -0.9014 0.9992
H: 2.1908 -2.4566 1.5541
H: 1.1928 -1.8244 2.4946
H: -0.0226 -3.6589 0.9926
H: -0.6689 -2.1594 0.8540
H: 0.1558 -1.8635 -1.4182
H: 1.6997 -2.9645 -1.2824
H: 0.0840 -3.8256 -1.1778

The SMILES is Cc1ccccc1.CCC. The energy comes out at -390.5073 Eh. The calculation puts the HOMO energy at -8.80 eV. The value obtained for the HOMO-LUMO gap is 9.8 eV.

Löwdin atomic charge list, values in e, 5 entries: number 1, C, carries -0.05; number 2, C, carries -0.19; number 3, C, carries -0.05; number 4, C, carries -0.12; number 5, C, carries -0.12


# 3
# C8H15IN2

A 2-piece molecular cluster, C8H15IN2 overall at a distorted geometry (ωB97M-V/def2-TZVPD, the OMol25 dataset).

Positions of all 26 atoms, in Å:
C: 1.0366 -0.1360 1.1477
C: -0.1530 -0.2093 0.4849
C: 0.8355 -0.9921 2.3422
C: 2.3051 0.6651 0.9019
C: 0.9899 0.4530 -2.3994
C: -1.2946 1.4279 -2.0527
C: -2.3394 -0.4267 1.1861
C: -0.3356 0.1850 -1.9258
N: -0.4666 -1.7622 2.0639
N: -1.1024 -1.1603 0.9211
I: -1.0250 -1.6370 -2.7046
H: 1.6973 -1.6411 2.5475
H: 0.5130 -0.4084 3.2385
H: 2.2227 1.3880 0.0572
H: 3.1927 -0.0486 0.6690
H: 2.7188 1.1010 1.7827
H: 0.9782 0.6294 -3.4591
H: 1.4107 1.2247 -1.7372
H: 1.7188 -0.3849 -2.2413
H: -2.4420 1.2417 -2.0207
H: -1.2692 1.9829 -1.1943
H: -1.1081 1.9776 -2.9582
H: -3.2490 -1.1600 1.3796
H: -2.1805 0.2456 2.0114
H: -2.4047 0.1781 0.2537
H: -0.2492 -2.7335 1.7062

The energy comes out at -720.8029 Eh. The calculation puts the HOMO energy (spin up / spin down) at -7.65 / -7.65 eV. The value obtained for the HOMO-LUMO gap (spin up / spin down) is 7.5 / 7.5 eV.

Löwdin atomic charge list, values in e, 5 entries: number 1, C, carries -0.28; number 2, C, carries -0.03; number 3, C, carries -0.16; number 4, C, carries -0.06; number 5, C, carries -0.26


# 4
# C2H4N2S

A 2-piece molecular cluster, C2H4N2S overall at a distorted geometry (ωB97M-V/def2-TZVPD, the OMol25 dataset).

Positions of all 9 atoms, in Å:
C: -1.6458 0.9927 0.0404
C: 0.9466 -0.0930 -0.1933
N: -1.3219 -0.1995 -0.1369
N: 1.1271 -1.3220 0.0744
S: 1.9651 1.1369 -0.1583
H: -2.7022 1.2720 -0.0045
H: -0.9847 1.8132 0.2599
H: 0.4673 -2.0483 0.1394
H: 2.1485 -1.5520 -0.0211

The energy comes out at -586.1841 Eh. The calculation puts the HOMO energy (spin up / spin down) at -8.62 / -7.97 eV. The value obtained for the HOMO-LUMO gap (spin up / spin down) is 8.4 / 7.9 eV.

Löwdin atomic charge list, values in e, 5 entries: number 1, C, carries -0.21; number 2, C, carries -0.83; number 3, N, carries 0.06; number 4, N, carries 0.03; number 5, S, carries 0.65


# 5
# C5H14NO

A 2-piece molecular cluster, C5H14NO overall at a distorted geometry (ωB97M-V/def2-TZVPD, the OMol25 dataset).

Positions of all 21 atoms, in Å:
C: -0.7890 -0.6248 -0.2397
C: -0.4600 0.8148 -0.1017
C: 0.7643 0.9947 0.8875
C: 0.6421 1.5679 2.0935
C: 1.8646 1.5939 2.9250
N: 0.0112 -1.2942 -1.3572
H: -2.0261 -0.7289 -0.3387
H: -0.5111 -1.1533 0.7562
H: -1.4169 1.2877 0.2482
H: -0.3404 1.2895 -1.1608
H: 1.6989 0.5036 0.5106
H: -0.3063 1.9871 2.4309
H: 2.0927 2.6065 3.4035
H: 2.6984 1.1390 2.3735
H: 1.6783 1.1132 3.9264
H: 0.4218 -0.6083 -1.9937
H: -0.8217 -1.5909 -1.9924
H: 0.5633 -2.1197 -1.0621
H: -1.8219 -3.0025 -3.9991
H: -2.2607 -1.5484 -3.8894
O: -1.6814 -2.2267 -3.4205

The energy comes out at -328.5980 Eh. As for the net charge: +1. The calculation puts the HOMO energy at -12.56 eV. The value obtained for the HOMO-LUMO gap is 9.3 eV.

Löwdin atomic charge list, values in e, 5 entries: number 1, C, carries -0.21; number 2, C, carries -0.23; number 3, C, carries -0.13; number 4, C, carries -0.16; number 5, C, carries -0.12


- Which formula does entry 2 have?
  C10H16